Molecular formula: C33H41Br2F11N2O9
Method: DFT, ωB97M-V with the def2-TZVPD basis set

Results
Kohn-Sham gap   6.8 eV
Electronic energy   -8314.9634 Eh
SMILES   C#CC1=C(C(=O)C(F)(F)C(F)(F)C(F)(F)C(=O)O)C(=O)C(CCCC(F)(F)C(F)(F)F)=C(/C(Br)=C(/C)Br)C1=O.COCCNCCOC.COCCNCCOC
LUMO   -0.062 Eh
F_max   2.9 eV Å⁻¹

CARTESIAN COORDINATES (ANGSTROEM)
1 C -0.51 7.54 0.00
2 C -0.72 6.44 0.45
3 C -1.22 5.06 0.88
4 C -0.58 3.87 0.60
5 C 0.78 3.81 -0.17
6 O 1.79 3.65 0.48
7 C 0.97 3.89 -1.75
8 F -0.33 3.71 -2.30
9 F 1.70 2.79 -2.17
10 C 1.50 5.27 -2.31
11 F 2.02 4.99 -3.59
12 F 0.48 6.19 -2.55
13 C 2.69 5.94 -1.50
14 F 3.10 7.05 -2.27
15 F 2.31 6.47 -0.28
16 C 3.99 5.04 -1.33
17 O 4.74 5.35 -0.43
18 O 4.33 3.99 -2.17
19 C -1.32 2.55 1.11
20 O -0.66 1.56 1.38
21 C -2.89 2.54 1.29
22 C -3.74 1.22 1.12
23 C -3.44 0.12 2.24
24 C -4.75 -0.73 2.62
25 C -4.53 -1.69 3.84
26 F -5.25 -2.89 3.60
27 F -3.18 -2.09 3.95
28 C -5.05 -1.15 5.24
29 F -6.27 -0.51 5.17
30 F -4.06 -0.38 5.83
31 F -5.24 -2.24 6.09
32 C -3.50 3.75 1.56
33 C -5.01 4.02 1.76
34 Br -5.89 5.16 0.39
35 C -5.80 3.57 2.79
36 C -7.32 3.93 2.92
37 Br -5.02 2.43 4.19
38 C -2.56 5.02 1.71
39 O -2.87 5.91 2.47
40 H -0.56 8.54 -0.51
41 H 5.30 4.06 -2.33
42 H -3.52 0.73 0.12
43 H -4.85 1.43 1.11
44 H -3.08 0.62 3.19
45 H -2.61 -0.59 1.93
46 H -5.65 -0.07 2.82
47 H -4.98 -1.38 1.72
48 H -7.88 3.96 1.95
49 H -7.38 4.97 3.38
50 H -7.85 3.24 3.65
51 C 8.83 2.73 -7.40
52 O 7.84 1.72 -7.52
53 C 8.29 0.45 -7.07
54 C 7.51 0.03 -5.82
55 N 7.88 0.85 -4.67
56 C 7.01 0.66 -3.51
57 C 5.54 1.10 -3.66
58 O 5.38 2.50 -3.81
59 C 5.46 2.98 -5.14
60 H 8.44 3.64 -7.86
61 H 9.04 2.95 -6.35
62 H 9.75 2.45 -7.91
63 H 9.37 0.43 -6.89
64 H 8.07 -0.27 -7.87
65 H 7.73 -1.02 -5.60
66 H 6.44 0.12 -6.05
67 H 7.84 1.83 -4.94
68 H 7.45 1.23 -2.69
69 H 7.04 -0.39 -3.21
70 H 5.04 0.84 -2.72
71 H 5.01 0.56 -4.45
72 H 5.11 2.24 -5.87
73 H 6.48 3.28 -5.38
74 H 4.83 3.87 -5.23
75 C -0.76 -9.51 3.51
76 O -2.06 -9.60 2.98
77 C -3.08 -9.54 3.97
78 C -3.90 -8.26 3.82
79 N -3.11 -7.09 4.18
80 C -3.75 -5.82 3.83
81 C -3.93 -5.52 2.34
82 O -2.71 -5.33 1.63
83 C -2.12 -6.52 1.14
84 H -0.05 -9.67 2.70
85 H -0.57 -8.52 3.94
86 H -0.59 -10.28 4.27
87 H -2.68 -9.64 4.98
88 H -3.75 -10.40 3.80
89 H -4.78 -8.32 4.46
90 H -4.23 -8.20 2.77
91 H -2.21 -7.13 3.72
92 H -3.12 -5.03 4.26
93 H -4.72 -5.75 4.33
94 H -4.46 -4.56 2.27
95 H -4.57 -6.25 1.83
96 H -2.87 -7.27 0.87
97 H -1.41 -6.92 1.86
98 H -1.56 -6.27 0.23

***

Molecular formula: C33H41F8NO25
Method: DFT, ωB97M-V with the def2-TZVPD basis set

Results
Kohn-Sham gap   10.0 eV
Electronic energy   -4016.6743 Eh
SMILES   C#CCCCN(C(=O)OOCCOCC)[C@H](C)F.O=C1OC[C@@H](F)O1.O=C1OC[C@@H](F)O1.O=C1OC[C@@H](F)O1.O=C1OC[C@@H](F)O1.O=C1OC[C@@H](F)O1.O=C1OC[C@@H](F)O1.O=C1OC[C@@H](F)O1
LUMO   0.016 Eh
F_max   1.0 eV Å⁻¹

CARTESIAN COORDINATES (ANGSTROEM)
1 C 0.40 -2.60 -2.36
2 C -0.71 -3.03 -2.40
3 C -2.07 -3.56 -2.45
4 C -2.67 -3.74 -1.05
5 C -4.20 -3.57 -0.96
6 N -4.79 -2.63 -1.94
7 C -5.08 -3.28 -3.18
8 O -5.46 -4.40 -3.33
9 O -4.86 -2.50 -4.28
10 O -5.04 -1.12 -3.96
11 C -3.75 -0.50 -4.00
12 C -3.94 1.00 -4.00
13 O -4.04 1.55 -2.71
14 C -2.82 1.97 -2.12
15 C -2.35 1.02 -1.03
16 C -6.05 -2.06 -1.44
17 C -5.83 -0.85 -0.55
18 F -6.77 -3.05 -0.77
19 H 1.27 -2.03 -2.11
20 H -2.05 -4.52 -2.97
21 H -2.65 -2.89 -3.07
22 H -2.45 -4.76 -0.75
23 H -2.15 -3.11 -0.33
24 H -4.67 -4.54 -0.98
25 H -4.42 -3.15 0.02
26 H -3.23 -0.84 -4.90
27 H -3.19 -0.79 -3.12
28 H -3.12 1.44 -4.57
29 H -4.85 1.24 -4.55
30 H -2.03 2.12 -2.85
31 H -3.01 2.94 -1.65
32 H -3.13 0.89 -0.28
33 H -1.44 1.41 -0.56
34 H -2.10 0.06 -1.46
35 H -6.64 -1.79 -2.30
36 H -6.32 -0.95 0.41
37 H -6.22 0.03 -1.06
38 H -4.76 -0.69 -0.42
39 C 3.98 -1.71 1.64
40 C 2.64 -1.00 1.60
41 O 2.62 -0.46 0.29
42 C 3.40 -1.24 -0.50
43 O 3.41 -1.21 -1.69
44 O 4.15 -2.07 0.25
45 F 2.57 0.02 2.50
46 H 4.79 -1.04 1.94
47 H 3.98 -2.60 2.26
48 H 1.78 -1.65 1.73
49 C -3.55 6.89 -2.62
50 C -3.42 7.77 -1.40
51 O -2.73 6.93 -0.49
52 C -2.00 6.05 -1.22
53 O -1.13 5.37 -0.78
54 O -2.39 6.06 -2.51
55 F -4.62 8.10 -0.88
56 H -4.45 6.27 -2.56
57 H -3.55 7.43 -3.56
58 H -2.84 8.68 -1.56
59 C 1.97 7.10 -0.86
60 C 2.58 6.92 0.51
61 O 3.00 8.24 0.83
62 C 2.19 9.11 0.15
63 O 2.12 10.27 0.37
64 O 1.49 8.45 -0.79
65 F 3.66 6.11 0.49
66 H 2.72 7.02 -1.64
67 H 1.15 6.41 -1.05
68 H 1.89 6.57 1.28
69 C 8.95 0.99 2.93
70 C 8.90 0.05 4.11
71 O 7.55 0.14 4.52
72 C 6.81 0.48 3.42
73 O 5.63 0.41 3.36
74 O 7.61 0.89 2.42
75 F 9.70 0.46 5.13
76 H 9.14 2.01 3.24
77 H 9.67 0.69 2.17
78 H 9.14 -0.99 3.88
79 C 0.13 -7.17 -0.04
80 C 0.64 -7.20 1.38
81 O 1.17 -5.89 1.53
82 C 0.50 -5.07 0.68
83 O 0.52 -3.89 0.74
84 O -0.21 -5.79 -0.22
85 F 1.63 -8.10 1.56
86 H 0.92 -7.45 -0.74
87 H -0.74 -7.80 -0.21
88 H -0.13 -7.36 2.13
89 C 9.22 4.39 6.30
90 C 9.69 5.74 5.80
91 O 9.90 5.50 4.42
92 C 9.08 4.49 4.05
93 O 8.83 4.18 2.93
94 O 8.57 3.86 5.14
95 F 10.86 6.12 6.37
96 H 10.06 3.76 6.57
97 H 8.52 4.46 7.13
98 H 8.97 6.55 5.92
99 C -7.35 -7.05 -1.73
100 C -7.32 -6.19 -0.49
101 O -6.71 -7.04 0.46
102 C -5.92 -7.92 -0.21
103 O -5.09 -8.60 0.28
104 O -6.20 -7.89 -1.54
105 F -8.56 -5.86 -0.06
106 H -8.25 -7.67 -1.76
107 H -7.26 -6.49 -2.65
108 H -6.73 -5.28 -0.60

***

Molecular formula: C33H42BNO6SnTe
Method: DFT, ωB97M-V with the def2-TZVPD basis set

Results
Kohn-Sham gap (spin up / spin down)   6.6 / 6.0 eV
Electronic energy   -2296.2420 Eh
Relative energy (zero: lowest compared OMol25 entry of this formula, charge and spin)   0.0 kJ/mol
Multiplicity   2
LUMO (spin up / spin down)   0.086 / 0.065 Eh
Charge   -1
F_max   0.1 eV Å⁻¹

CARTESIAN COORDINATES (ANGSTROEM)
1 Sn -0.16 0.91 3.38
2 O -4.67 -2.00 0.49
3 C -4.74 -1.01 1.40
4 C -5.94 -0.30 1.52
5 C -6.06 0.70 2.46
6 C -5.00 1.02 3.30
7 C -3.80 0.33 3.16
8 C -3.65 -0.68 2.21
9 C -2.34 -1.40 2.04
10 O -2.35 -2.46 1.37
11 O -1.30 -0.91 2.56
12 H -3.76 -2.40 0.64
13 H -6.76 -0.57 0.86
14 H -7.00 1.24 2.55
15 H -5.09 1.80 4.04
16 H -2.97 0.56 3.81
17 C -4.11 4.58 1.66
18 C -2.67 4.14 1.43
19 C -1.74 5.34 1.44
20 O -2.27 3.29 2.53
21 B -1.43 2.31 2.04
22 O -1.41 2.34 0.66
23 C -2.46 3.21 0.20
24 C -1.99 3.91 -1.06
25 C -3.67 2.34 -0.11
26 H -4.16 5.21 2.54
27 H -4.76 3.72 1.81
28 H -4.47 5.15 0.80
29 H -1.81 5.83 2.41
30 H -2.00 6.06 0.67
31 H -0.70 5.02 1.29
32 H -1.03 4.42 -0.90
33 H -2.73 4.65 -1.39
34 H -1.85 3.18 -1.85
35 H -4.02 1.82 0.79
36 H -3.38 1.58 -0.83
37 H -4.49 2.92 -0.53
38 C 3.21 1.71 0.91
39 C 1.96 1.55 1.74
40 O 1.62 2.48 2.51
41 N 1.21 0.46 1.70
42 Te 1.54 -1.49 0.78
43 C 2.88 -3.13 0.06
44 C 4.15 -3.35 0.61
45 C 4.76 -2.44 1.65
46 C 4.91 -4.43 0.17
47 C 4.45 -5.31 -0.79
48 C 5.28 -6.48 -1.25
49 C 3.18 -5.09 -1.31
50 C 2.38 -4.03 -0.90
51 C 1.00 -3.88 -1.49
52 C 1.51 -0.61 -1.16
53 C 2.66 -0.36 -1.92
54 C 4.06 -0.71 -1.48
55 C 2.52 0.24 -3.17
56 C 1.28 0.61 -3.67
57 C 1.16 1.27 -5.02
58 C 0.16 0.35 -2.90
59 C 0.24 -0.26 -1.66
60 C -1.02 -0.52 -0.89
61 H 3.63 2.70 1.08
62 H 2.99 1.58 -0.15
63 H 3.95 0.95 1.19
64 H 4.02 -1.82 2.15
65 H 5.49 -1.77 1.19
66 H 5.28 -3.02 2.41
67 H 5.90 -4.59 0.61
68 H 6.26 -6.46 -0.79
69 H 5.42 -6.46 -2.33
70 H 4.80 -7.42 -1.00
71 H 2.78 -5.78 -2.05
72 H 0.75 -4.76 -2.08
73 H 0.94 -3.01 -2.13
74 H 0.25 -3.77 -0.71
75 H 4.16 -0.66 -0.40
76 H 4.77 -0.02 -1.93
77 H 4.32 -1.72 -1.78
78 H 3.41 0.44 -3.75
79 H 2.13 1.45 -5.47
80 H 0.64 2.22 -4.94
81 H 0.58 0.64 -5.71
82 H -0.82 0.62 -3.28
83 H -1.89 -0.26 -1.49
84 H -1.04 0.08 0.02
85 H -1.10 -1.57 -0.59

***

Molecular formula: C33H42ClF6N3O8S2V
Method: DFT, ωB97M-V with the def2-TZVPD basis set

Results
Kohn-Sham gap (spin up / spin down)   6.2 / 5.8 eV
Electronic energy   -4848.8460 Eh
Relative energy (zero: lowest compared OMol25 entry of this formula, charge and spin)   17.7 kJ/mol
Multiplicity   3
LUMO (spin up / spin down)   0.024 / 0.013 Eh
Charge   -1
F_max   1.8 eV Å⁻¹

CARTESIAN COORDINATES (ANGSTROEM)
1 V -0.56 -2.12 -0.29
2 C -1.09 5.00 -2.49
3 C -1.77 4.36 -1.27
4 C -3.24 4.78 -1.23
5 C -1.09 4.88 -0.01
6 C -1.66 2.84 -1.39
7 C -0.93 2.08 -0.52
8 C -0.88 0.68 -0.71
9 N -0.34 -0.25 0.13
10 C 0.42 0.00 1.21
11 C 1.35 1.02 1.40
12 C 1.99 1.11 2.61
13 C 1.58 0.24 3.69
14 C 0.70 -0.78 3.57
15 C 0.17 -1.01 2.23
16 O -0.52 -1.98 1.89
17 C 0.25 -1.66 4.73
18 C -1.28 -1.53 4.88
19 C 0.91 -1.24 6.04
20 C 0.61 -3.13 4.46
21 C 3.15 2.09 2.77
22 C 2.73 3.50 2.34
23 C 3.67 2.16 4.21
24 C 4.30 1.59 1.86
25 C -1.55 0.04 -1.79
26 O -1.40 -1.24 -1.84
27 C -2.35 0.82 -2.66
28 C -2.35 2.18 -2.44
29 C -3.23 0.15 -3.71
30 C -3.88 1.16 -4.66
31 C -2.42 -0.85 -4.56
32 C -4.34 -0.61 -2.97
33 H -1.15 6.09 -2.44
34 H -1.56 4.67 -3.42
35 H -0.03 4.71 -2.54
36 H -3.32 5.86 -1.05
37 H -3.78 4.26 -0.43
38 H -3.75 4.57 -2.17
39 H -1.21 5.97 0.05
40 H -0.01 4.67 -0.01
41 H -1.52 4.44 0.90
42 H -0.45 2.51 0.35
43 H 1.61 1.65 0.57
44 H 2.02 0.41 4.66
45 H -1.55 -0.49 5.09
46 H -1.62 -2.15 5.71
47 H -1.79 -1.85 3.97
48 H 0.65 -0.21 6.32
49 H 2.00 -1.33 6.00
50 H 0.55 -1.90 6.84
51 H 0.15 -3.50 3.54
52 H 0.27 -3.75 5.29
53 H 1.70 -3.25 4.36
54 H 1.90 3.86 2.96
55 H 2.41 3.52 1.29
56 H 3.57 4.19 2.45
57 H 2.90 2.49 4.90
58 H 4.50 2.87 4.25
59 H 4.05 1.19 4.55
60 H 4.00 1.61 0.81
61 H 4.57 0.57 2.11
62 H 5.18 2.23 1.99
63 H -2.94 2.79 -3.10
64 H -3.12 1.78 -5.16
65 H -4.58 1.82 -4.15
66 H -4.43 0.62 -5.43
67 H -1.50 -0.39 -4.94
68 H -3.02 -1.18 -5.41
69 H -2.14 -1.72 -3.98
70 H -4.95 0.08 -2.38
71 H -3.92 -1.35 -2.28
72 H -4.99 -1.13 -3.68
73 F 0.44 -6.26 -2.65
74 C 0.97 -5.12 -3.10
75 F 1.50 -5.33 -4.30
76 F 1.94 -4.74 -2.26
77 S -0.35 -3.85 -3.21
78 O -0.84 -3.75 -1.84
79 O -1.24 -4.39 -4.18
80 N 0.36 -2.58 -3.81
81 S 1.15 -1.45 -3.05
82 O 0.78 -0.12 -3.44
83 O 1.38 -1.73 -1.63
84 C 2.81 -1.61 -3.81
85 F 3.30 -2.84 -3.68
86 F 3.63 -0.75 -3.22
87 F 2.74 -1.32 -5.11
88 Cl 1.99 -5.59 2.29
89 C 2.67 -4.55 0.99
90 C 1.83 -3.30 0.77
91 O 2.31 -2.21 1.07
92 O 0.66 -3.53 0.27
93 H 2.70 -5.15 0.08
94 H 3.67 -4.26 1.29
95 N -3.58 -2.61 0.47
96 C -2.46 -2.44 0.21